[1]
{"formula": "C5H8O", "method": "ωB97M-V with the def2-TZVPD basis set", "elements": ["C", "C", "C", "O", "C", "C", "H", "H", "H", "H", "H", "H", "H", "H"], "positions_angstrom": [[1.168708, -0.288235, 0.596370], [0.549283, -1.275805, -0.061966], [-0.810595, -1.118662, -0.677056], [-1.503534, -0.024240, -0.128006], [-0.685924, 1.147871, -0.119887], [0.478688, 1.027234, 0.859875], [2.203072, -0.398354, 0.925868], [1.061884, -2.198993, -0.302891], [-1.456780, -1.965682, -0.874417], [-0.672624, -1.148671, -1.831666], [-1.333290, 1.995047, 0.124129], [-0.290179, 1.284608, -1.135728], [1.165983, 1.877076, 0.725914], [0.125308, 1.086804, 1.899462]], "forces_ev_per_angstrom": [[-0.204, -0.297, -0.110], [0.099, -0.034, -0.174], [0.492, 0.043, -1.939], [-0.004, -0.126, -0.479], [-0.017, 0.107, -0.087], [-0.124, -0.094, -0.094], [-0.306, -0.151, 0.005], [0.152, -0.019, 0.103], [-0.456, -0.669, 2.015], [0.491, 1.647, 0.971], [0.007, -0.208, -0.038], [-0.006, 0.136, 0.080], [-0.140, -0.254, -0.065], [0.016, -0.081, -0.189]], "gap_ev": 10.2, "smiles": "C1=CCOCC1", "de_lowest_kj_mol": 154.78, "multiplicity": 1, "energy_ev": -7360.651, "e_homo_ev": -9.15}

---

[2]
{"formula": "C5H8O", "method": "ωB97M-V with the def2-TZVPD basis set", "elements": ["O", "C", "C", "C", "C", "C", "H", "H", "H", "H", "H", "H", "H", "H"], "positions_angstrom": [[1.265184, 0.306905, 1.834010], [0.739689, -0.845308, 1.443125], [-0.646112, -0.526264, 0.916093], [-0.348809, -0.162543, -0.531163], [-0.285872, 1.308305, -0.847238], [-0.058301, -1.111817, -1.420885], [2.180478, 0.126097, 2.095266], [-1.128284, 0.310794, 1.438958], [-1.275658, -1.417419, 0.978610], [-1.291083, 1.701508, -1.044736], [0.336377, 1.507491, -1.724921], [0.121652, 1.867905, 0.001946], [-0.100883, -2.165503, -1.157625], [0.225701, -0.865809, -2.441436]], "forces_ev_per_angstrom": [[0.151, -0.334, -0.021], [-0.207, 0.402, 0.029], [-0.044, -0.172, 0.038], [0.100, -0.096, -0.196], [0.037, 0.049, -0.019], [-0.049, 0.074, 0.081], [-0.147, 0.088, 0.015], [0.121, -0.112, -0.053], [0.115, 0.126, -0.034], [0.123, -0.051, 0.084], [-0.126, -0.056, 0.092], [-0.029, -0.083, -0.145], [0.009, 0.163, -0.018], [-0.055, 0.001, 0.149]], "gap_ev": 9.5, "de_lowest_kj_mol": 306.67, "multiplicity": 1, "energy_ev": -7359.077, "e_homo_ev": -8.56}

---

[3]
{"formula": "C5H8O", "method": "ωB97M-V with the def2-TZVPD basis set", "elements": ["C", "C", "C", "C", "C", "O", "H", "H", "H", "H", "H", "H", "H", "H"], "positions_angstrom": [[3.066200, 0.516685, -0.564519], [2.142433, 0.079205, 0.062413], [1.082250, -0.644459, 0.679853], [-0.277682, -0.945171, -0.271931], [-0.677875, 0.498220, -0.757248], [-1.257945, -1.568520, 0.463184], [3.662108, 1.354289, -1.031022], [0.668832, -0.075072, 1.462582], [1.492812, -1.645368, 0.944623], [-0.136252, -1.647613, -1.079993], [-1.458153, 0.440449, -1.394309], [0.179297, 0.900334, -1.385705], [-0.996888, 1.134551, 0.121238], [-1.524009, -0.990809, 1.202474]], "forces_ev_per_angstrom": [[1.126, 2.750, -0.915], [0.209, -0.325, -0.686], [-1.480, -2.816, -2.044], [1.851, 2.765, 0.567], [2.906, -0.580, 1.524], [-0.859, 0.036, 1.427], [-0.712, -1.911, 0.711], [-0.352, 0.325, 1.470], [-0.502, 0.722, 0.494], [0.770, 0.195, -0.420], [-2.851, -0.236, -2.038], [-0.933, -0.075, 1.230], [0.756, -0.485, -0.920], [0.070, -0.365, -0.400]], "gap_ev": 10.3, "smiles": "C#CC[C@H](C)O", "de_lowest_kj_mol": 288.84, "multiplicity": 1, "energy_ev": -7359.262, "e_homo_ev": -9.43}

---

[4]
{"formula": "C5H8O", "method": "ωB97M-V with the def2-TZVPD basis set", "elements": ["C", "O", "C", "C", "C", "C", "H", "H", "H", "H", "H", "H", "H", "H"], "positions_angstrom": [[2.256146, -0.652521, -0.068530], [1.911436, 0.687366, 0.145046], [0.571434, 0.920099, 0.030384], [-0.647364, 0.481296, -0.089894], [-1.742122, -0.530976, 0.057227], [-0.464120, 2.004147, -0.127315], [3.365989, -0.536206, 0.038333], [2.007479, -1.098058, -1.031079], [1.681531, -1.177174, 0.657254], [-1.905029, -1.142859, -0.753874], [-2.727507, -0.000738, 0.180084], [-1.490394, -1.047016, 0.945131], [-0.466100, 2.621833, -1.010692], [-0.794551, 2.562719, 0.853494]], "forces_ev_per_angstrom": [[1.520, 0.386, 0.089], [-2.105, 1.824, -0.786], [-0.147, 0.053, -0.287], [0.167, 0.316, -0.420], [-0.479, 3.026, 0.974], [0.459, 0.159, 2.789], [-0.947, -1.290, 0.208], [-0.084, 0.554, -0.409], [0.364, -1.220, 0.930], [0.111, -1.639, -1.836], [1.007, -0.373, 0.219], [-0.220, -1.042, 0.839], [-0.342, -0.024, -0.423], [0.696, -0.730, -1.887]], "gap_ev": 9.3, "smiles": "COC1=C(C)C1", "de_lowest_kj_mol": 365.81, "multiplicity": 1, "energy_ev": -7358.464, "e_homo_ev": -8.35}

---

[5]
{"formula": "C5H8O", "method": "ωB97M-V with the def2-TZVPD basis set", "elements": ["O", "C", "C", "C", "C", "C", "H", "H", "H", "H", "H", "H", "H", "H"], "positions_angstrom": [[-0.503810, 2.073814, -0.156440], [-0.957827, 0.762931, 0.009916], [-0.526468, -0.452478, -0.696925], [0.985609, -0.614130, -0.807244], [1.120380, -0.463781, 0.729704], [-0.390658, -0.298234, 0.854313], [-1.377522, 2.471601, -0.138146], [-2.046149, 0.769210, 0.104129], [-1.253942, -0.998040, -1.288302], [1.519323, 0.112085, -1.428218], [1.241278, -1.623488, -1.141226], [1.443952, -1.395030, 1.202506], [1.743149, 0.357475, 1.097740], [-0.997315, -0.701937, 1.658193]], "forces_ev_per_angstrom": [[-0.190, 0.008, -0.003], [-0.458, -0.560, 0.108], [-0.170, -0.187, -0.316], [0.096, -0.010, -0.101], [0.113, 0.023, 0.096], [-0.106, -0.124, 0.365], [0.519, 1.179, -0.165], [0.104, -0.230, 0.019], [0.141, -0.149, 0.089], [-0.137, -0.057, 0.075], [0.050, 0.184, 0.059], [0.041, 0.165, -0.101], [-0.145, -0.067, -0.034], [0.143, -0.177, -0.090]], "gap_ev": 10.3, "smiles": "O[C@H]1[C@H]2CC[C@@H]12", "de_lowest_kj_mol": 226.02, "multiplicity": 1, "energy_ev": -7359.913, "e_homo_ev": -9.42}

---

[6]
{"formula": "C5H8O", "method": "ωB97M-V with the def2-TZVPD basis set", "elements": ["C", "C", "C", "C", "C", "O", "H", "H", "H", "H", "H", "H", "H", "H"], "positions_angstrom": [[-2.858262, 0.190127, -0.298741], [-1.619329, 0.032840, 0.244187], [-0.296473, -0.286324, 0.129561], [0.853050, 0.573196, -0.250494], [2.193597, -0.037189, 0.211791], [2.239851, -1.409477, -0.068837], [-2.045433, -0.438272, 1.147989], [-3.678326, 0.403670, 0.388305], [-3.114670, -0.061096, -1.319662], [0.834213, 0.534979, -1.356893], [0.780751, 1.635172, 0.022051], [3.033058, 0.435538, -0.311635], [2.323573, 0.163282, 1.288849], [1.354400, -1.736446, 0.173529]], "forces_ev_per_angstrom": [[-0.012, 0.143, -0.353], [-0.015, -0.324, -0.180], [-0.268, -0.032, -0.234], [-0.206, -0.060, 0.160], [0.025, 0.359, 0.022], [-0.160, -0.122, 0.073], [0.738, 0.321, 1.090], [0.144, -0.375, -0.293], [0.125, 0.462, -0.198], [-0.135, -0.075, 0.103], [-0.120, -0.133, -0.005], [-0.184, -0.039, 0.074], [-0.046, -0.071, -0.174], [0.115, -0.054, -0.086]], "gap_ev": [7.6, 7.6], "de_lowest_kj_mol": 508.32, "multiplicity": 1, "energy_ev": -7356.987, "e_homo_ev": [-8.10, -8.10]}